{
  "formula": "C48H78Cl2N11O9",
  "method": "ωB97M-V/def2-TZVPD",
  "symbols": ["C", "C", "N", "C", "C", "C", "C", "C", "O", "C", "H", "H", "H", "H", "H", "H", "H", "H", "H", "H", "H", "H", "H", "H", "H", "H", "H", "H", "H", "H", "Cl", "O", "O", "O", "O", "Cl", "O", "O", "O", "O", "C", "C", "C", "C", "N", "H", "H", "H", "H", "H", "H", "H", "C", "C", "C", "C", "N", "H", "H", "H", "H", "H", "H", "H", "C", "C", "C", "C", "N", "H", "H", "H", "H", "H", "H", "H", "C", "C", "C", "C", "N", "H", "H", "H", "H", "H", "H", "H", "N", "C", "C", "C", "C", "H", "H", "H", "H", "H", "N", "C", "C", "C", "C", "H", "H", "H", "H", "H", "N", "C", "C", "C", "C", "H", "H", "H", "H", "H", "N", "C", "C", "C", "C", "H", "H", "H", "H", "H", "N", "C", "C", "C", "C", "H", "H", "H", "H", "H", "N", "C", "C", "C", "C", "H", "H", "H", "H", "H"],
  "coordinates": [[3.03189, 2.06544, -0.28942], [1.93863, 1.33757, -1.14929], [0.65323, 0.93155, -0.45832], [0.85509, -0.07339, 0.65017], [0.09567, 2.27136, -0.03211], [-0.33240, 3.26473, -1.15338], [-0.32099, 0.23267, -1.45750], [-1.71772, -0.17418, -0.86230], [-1.61755, -1.41873, -0.17166], [-2.79998, -2.23811, -0.20355], [3.40458, 1.30749, 0.39956], [2.72046, 2.92398, 0.30558], [3.94799, 2.33591, -0.81450], [2.34211, 0.34770, -1.36249], [1.76094, 1.71887, -2.15484], [0.01246, -0.11137, 1.34055], [1.77525, 0.09040, 1.21105], [0.75155, -1.03908, 0.15539], [0.70887, 2.62596, 0.79635], [-0.80524, 2.20098, 0.57739], [-0.85967, 4.11204, -0.71505], [-1.01650, 2.94551, -1.93964], [0.47653, 3.69788, -1.74169], [0.21594, -0.49464, -2.06646], [-0.61119, 0.96800, -2.20795], [-2.52081, -0.08610, -1.59400], [-1.98964, 0.64722, -0.19938], [-3.32030, -2.40138, -1.14732], [-3.68346, -1.75050, 0.20852], [-2.74553, -3.12082, 0.43360], [-0.42811, 1.33234, 4.71490], [-1.10053, 2.41435, 5.27090], [-1.15411, 0.95496, 3.51775], [0.88944, 1.59319, 4.21681], [-0.35566, 0.19397, 5.61970], [4.90470, -2.02315, -0.87778], [4.87097, -3.34500, -0.25664], [3.61695, -1.83058, -1.46314], [5.19105, -1.01994, 0.17112], [5.95131, -2.10150, -1.89175], [2.13588, 6.05421, 5.99085], [1.41040, 6.38373, 4.66892], [0.46595, 5.27592, 4.27014], [0.23954, 5.09612, 2.85202], [0.04598, 4.98739, 1.66849], [2.83153, 5.21793, 5.92135], [1.43111, 5.79540, 6.78104], [2.63120, 6.92259, 6.42521], [2.24861, 6.37851, 3.97216], [0.97929, 7.38189, 4.59201], [-0.47479, 5.47458, 4.78361], [0.92370, 4.35740, 4.63740], [-4.11332, -5.44345, -4.06088], [-4.88507, -4.25712, -4.78329], [-3.91431, -3.42750, -5.56459], [-3.08737, -2.70463, -4.64877], [-2.43449, -2.07324, -3.96967], [-3.40437, -5.16499, -3.28117], [-3.39875, -5.88509, -4.75546], [-4.71853, -6.22275, -3.59771], [-5.36877, -3.64136, -4.02502], [-5.62325, -4.54199, -5.53298], [-4.52372, -2.75112, -6.16396], [-3.30183, -4.05789, -6.20924], [4.37310, 4.01635, 2.11707], [3.67060, 3.12029, 3.18924], [4.61392, 2.50024, 4.29684], [3.90940, 2.04584, 5.55939], [3.43661, 1.66685, 6.54006], [5.00926, 3.45880, 1.42966], [4.97136, 4.84845, 2.48828], [3.56214, 4.58226, 1.65860], [3.06327, 2.37684, 2.67297], [2.87845, 3.67901, 3.68768], [5.30243, 3.25426, 4.67831], [5.20867, 1.75122, 3.77403], [3.51973, -3.66946, 3.27239], [4.47046, -2.50025, 3.59591], [3.85510, -1.18007, 3.87231], [3.04220, -1.14436, 5.12970], [2.43453, -1.06877, 6.14772], [2.91215, -3.69722, 4.17692], [4.08840, -4.59785, 3.21926], [2.81777, -3.53278, 2.44979], [5.12935, -2.42116, 2.73121], [5.09683, -2.70055, 4.46519], [3.11981, -1.06547, 3.07586], [4.47730, -0.29249, 3.98708], [2.35990, -0.61018, -4.26908], [2.76961, 0.66103, -4.62184], [1.77932, 1.22245, -5.39141], [0.69886, 0.33641, -5.46326], [1.10746, -0.78248, -4.71416], [2.86323, -1.29466, -3.72296], [3.71908, 0.97422, -4.21340], [1.71084, 2.22912, -5.77653], [-0.23754, 0.65039, -5.90027], [0.56927, -1.68611, -4.46881], [0.20454, -3.21414, 4.42996], [-0.06191, -2.47080, 3.27908], [-0.19801, -3.36053, 2.25418], [-0.10431, -4.62451, 2.77958], [0.20230, -4.52268, 4.10454], [0.19190, -2.84704, 5.37080], [-0.13988, -1.39453, 3.32347], [-0.29965, -3.06995, 1.21898], [-0.10943, -5.53344, 2.19630], [0.31953, -5.28051, 4.86503], [-4.09957, 1.34095, -3.18974], [-4.45612, 2.64160, -2.97648], [-3.56856, 3.31329, -3.74542], [-2.69955, 2.50277, -4.53811], [-3.04485, 1.30967, -3.97198], [-4.60689, 0.51482, -2.90647], [-5.32169, 2.84169, -2.36235], [-3.52783, 4.38965, -3.82415], [-2.10076, 2.86550, -5.36048], [-2.60935, 0.35116, -4.21283], [-2.04307, 6.51665, -1.13750], [-3.10717, 5.58083, -1.12462], [-4.20738, 6.09348, -1.77015], [-3.67534, 7.30661, -2.30042], [-2.37733, 7.54860, -1.98211], [-1.24599, 6.48672, -0.51793], [-2.98859, 4.70234, -0.50770], [-5.20487, 5.67948, -1.77354], [-4.20033, 8.05372, -2.87714], [-1.67759, 8.36057, -2.11427], [1.85740, -4.64310, -2.94310], [0.90039, -3.94558, -2.31027], [-0.26523, -4.30287, -2.96696], [0.01532, -5.14793, -4.04879], [1.36628, -5.33747, -3.99651], [2.82932, -4.58367, -2.67488], [1.12071, -3.35551, -1.43295], [-1.24590, -3.98815, -2.64195], [-0.65976, -5.60596, -4.75652], [2.06301, -5.87977, -4.61849], [-5.02907, -5.14667, 1.64428], [-5.13445, -4.97804, 0.26945], [-4.05805, -5.66782, -0.27312], [-3.19644, -6.07370, 0.77692], [-3.80680, -5.69235, 1.94619], [-5.71657, -4.66076, 2.20225], [-6.00895, -4.52669, -0.17545], [-3.79502, -5.81012, -1.31089], [-2.21701, -6.52505, 0.71856], [-3.39444, -5.78039, 2.94048]],
  "mulliken_charge": [-1.418, 0.111, 1.051, -0.004, -0.459, -0.653, -0.597, -0.511, 0.395, -0.886, 0.267, 0.059, 0.402, 0.082, 0.723, 0.532, -0.148, -0.512, 0.386, 0.402, -0.276, 0.024, 0.323, 0.120, 0.273, 0.080, 0.327, 0.266, 0.503, 0.003, 1.697, -0.686, -0.735, -0.517, -0.703, 1.782, -0.733, -0.676, -0.646, -0.721, -1.210, -0.460, 0.255, 0.111, -0.538, 0.231, 0.331, 0.387, 0.217, 0.479, 0.499, -0.281, -0.644, -0.512, -0.656, 0.200, -0.084, -0.108, 0.329, 0.393, 0.318, 0.354, 0.304, 0.309, -1.647, 2.361, -0.563, 0.068, -0.532, 0.328, 0.458, 0.422, -0.688, -0.922, 0.407, 0.460, -0.972, -0.709, 1.405, 0.016, -0.648, 0.329, 0.416, 0.054, 0.351, 0.362, -0.579, -0.102, 0.143, -0.739, -0.535, -0.312, -0.641, 0.302, 0.495, 0.388, 0.488, 0.417, 0.271, -0.878, 0.531, -1.044, -1.088, 0.279, 0.354, 0.576, 0.466, 0.454, 0.115, -0.865, -0.269, -0.678, -0.180, 0.251, 0.424, 0.467, 0.504, 0.195, 0.039, -0.037, -0.869, -0.330, -0.620, 0.204, 0.479, 0.408, 0.353, 0.426, 0.229, -1.914, 0.844, -0.810, -0.718, 0.225, 0.769, 0.506, 0.366, 0.404, -0.022, -0.773, 0.141, -0.644, -0.551, 0.226, 0.386, 0.286, 0.430, 0.451],
  "total_energy_ha": -4074.9585,
  "homo_lumo_gap_ev": 7.30,
  "max_force_ev_per_a": 6.1,
  "charge": -1
}